Entry 1:
{
  "formula": "C18H31N5O3S",
  "method": "ωB97M-V/def2-TZVPD",
  "elements": ["C", "C", "N", "C", "C", "C", "C", "O", "N", "C", "O", "C", "C", "N", "C", "O", "C", "C", "C", "N", "N", "S", "C", "C", "C", "C", "C", "H", "H", "H", "H", "H", "H", "H", "H", "H", "H", "H", "H", "H", "H", "H", "H", "H", "H", "H", "H", "H", "H", "H", "H", "H", "H", "H", "H", "H", "H", "H"],
  "coordinates": [[3.364, 0.249, 1.905], [3.415, -1.261, 1.741], [2.623, -1.770, 0.623], [2.914, -3.191, 0.437], [2.136, -3.783, -0.726], [0.637, -3.564, -0.548], [0.386, -2.092, -0.319], [-1.024, -1.937, -0.073], [-1.434, -0.652, -0.332], [-1.697, 0.229, 0.671], [-1.404, 0.033, 1.834], [-2.294, 1.528, 0.153], [-1.249, 2.630, 0.367], [0.087, 2.204, -0.026], [0.379, 1.805, -1.283], [-0.412, 1.890, -2.207], [1.804, 1.301, -1.460], [2.066, 0.645, -2.771], [2.883, -0.429, -2.977], [2.995, -0.819, -4.277], [2.313, -0.100, -5.079], [1.456, 1.086, -4.282], [-3.682, 1.834, 0.765], [-3.630, 2.116, 2.267], [-4.584, 0.623, 0.516], [-4.276, 3.047, 0.044], [1.197, -1.582, 0.862], [4.024, 0.552, 2.719], [3.700, 0.748, 0.995], [2.362, 0.600, 2.159], [4.450, -1.562, 1.565], [3.100, -1.744, 2.682], [3.987, -3.299, 0.265], [2.672, -3.752, 1.358], [2.467, -3.320, -1.660], [2.356, -4.849, -0.801], [0.078, -3.909, -1.418], [0.273, -4.117, 0.323], [0.644, -1.525, -1.221], [-1.805, -0.517, -1.259], [-2.442, 1.432, -0.925], [-1.527, 3.514, -0.205], [-1.194, 2.896, 1.420], [0.760, 2.029, 0.701], [2.457, 2.173, -1.344], [2.064, 0.602, -0.661], [3.421, -0.959, -2.205], [-3.060, 3.019, 2.493], [-4.646, 2.277, 2.634], [-3.186, 1.285, 2.814], [-4.643, 0.389, -0.551], [-4.218, -0.261, 1.042], [-5.595, 0.827, 0.870], [-4.300, 2.894, -1.037], [-5.300, 3.216, 0.385], [-3.710, 3.958, 0.247], [0.860, -2.112, 1.769], [0.982, -0.527, 1.019]],
  "energy_ev": -43596.66164,
  "e_homo_ev": -9.185,
  "smiles": "CCN1CCC[C@@H](ONC(=O)[C@H](CNC(=O)Cc2cnns2)C(C)(C)C)C1",
  "lumo_energy_ev": 0.5
}

---

Entry 2:
{
  "formula": "C7H15N",
  "method": "ωB97M-V/def2-TZVPD",
  "elements": ["C", "C", "C", "C", "C", "N", "C", "C", "H", "H", "H", "H", "H", "H", "H", "H", "H", "H", "H", "H", "H", "H", "H"],
  "coordinates": [[0.142, -0.048, 3.135], [0.777, 0.487, 2.101], [0.073, 1.297, 1.038], [-0.510, 0.348, -0.060], [-1.826, 0.832, -0.504], [0.435, 0.250, -1.222], [0.078, -0.830, -2.149], [1.033, -2.025, -1.712], [-0.894, 0.288, 3.328], [0.572, -0.973, 3.723], [1.834, 0.304, 1.807], [1.036, 1.831, 0.557], [-0.730, 2.067, 1.337], [-0.413, -0.678, 0.304], [-1.575, 1.727, -1.213], [-2.344, 0.004, -0.879], [-2.580, 1.104, 0.350], [0.461, 1.085, -1.732], [0.365, -0.407, -3.176], [-0.993, -1.270, -2.255], [0.890, -2.939, -2.406], [2.080, -1.870, -1.579], [0.645, -2.400, -0.701]],
  "energy_ev": -8989.59267,
  "e_homo_ev": -8.893,
  "smiles": "C=CC[C@@H](C)NCC",
  "lumo_energy_ev": 1.1
}

---

Entry 3:
{
  "formula": "C4H10N2O",
  "method": "ωB97M-V/def2-TZVPD",
  "elements": ["C", "C", "N", "N", "C", "C", "O", "H", "H", "H", "H", "H", "H", "H", "H", "H", "H"],
  "coordinates": [[-0.542, 0.747, -0.065], [1.573, 1.079, -1.263], [0.190, 0.673, -1.249], [0.093, 1.268, 1.105], [-1.022, -1.002, 0.099], [-1.152, -1.616, 1.313], [0.358, -1.350, -0.666], [0.189, -1.858, -1.482], [-1.493, 1.265, -0.223], [0.845, 0.666, 1.425], [-0.572, 1.328, 1.868], [-1.807, -1.176, -0.631], [2.071, 0.611, -2.114], [2.140, 0.860, -0.356], [1.588, 2.167, -1.408], [-2.046, -2.175, 1.554], [-0.412, -1.486, 2.092]],
  "energy_ev": -9332.58344,
  "e_homo_ev": [-8.187, -8.163],
  "lumo_energy_ev": [-0.6, 0.6]
}

---

Entry 4:
{
  "formula": "C22H27OSi",
  "method": "ωB97M-V/def2-TZVPD",
  "elements": ["C", "Si", "C", "C", "O", "C", "C", "C", "C", "H", "H", "H", "H", "H", "H", "H", "H", "H", "H", "H", "H", "H", "H", "C", "C", "C", "C", "C", "C", "C", "C", "C", "C", "C", "C", "C", "C", "C", "H", "H", "H", "H", "H", "H", "H", "H", "H", "H", "H", "H", "H"],
  "coordinates": [[4.448, -3.453, -0.216], [2.929, -3.347, -1.289], [3.247, -2.314, -2.811], [2.263, -5.042, -1.704], [1.701, -2.549, -0.399], [0.504, -2.297, -0.931], [-0.612, -2.081, -0.155], [-1.864, -1.917, -0.809], [-3.027, -1.829, -0.114], [5.234, -3.981, -0.773], [4.836, -2.464, 0.054], [4.261, -4.011, 0.708], [4.046, -2.792, -3.391], [2.358, -2.242, -3.448], [3.565, -1.296, -2.554], [3.014, -5.591, -2.285], [2.043, -5.619, -0.796], [1.343, -4.989, -2.298], [0.439, -2.330, -2.027], [-0.579, -2.106, 0.941], [-1.820, -1.882, -1.908], [-3.986, -1.693, -0.617], [-3.004, -1.917, 0.975], [-2.555, 2.127, 0.079], [-3.605, 2.754, 0.820], [-4.929, 2.797, 0.301], [-5.942, 3.475, 0.966], [-5.674, 4.125, 2.182], [-4.386, 4.069, 2.733], [-3.370, 3.389, 2.073], [-1.255, 1.956, 0.543], [-0.185, 1.625, -0.278], [1.168, 1.553, 0.189], [2.260, 1.813, -0.682], [3.559, 1.889, -0.196], [3.814, 1.662, 1.165], [2.757, 1.352, 2.032], [1.455, 1.292, 1.553], [-2.778, 1.772, -0.929], [-5.121, 2.286, -0.644], [-6.948, 3.504, 0.543], [-6.464, 4.665, 2.702], [-4.173, 4.560, 3.685], [-2.369, 3.354, 2.504], [-1.054, 2.122, 1.602], [-0.369, 1.537, -1.349], [2.039, 1.995, -1.734], [4.380, 2.126, -0.875], [4.832, 1.723, 1.550], [2.950, 1.163, 3.090], [0.624, 1.056, 2.221]],
  "energy_ev": -33170.74159,
  "e_homo_ev": -10.163,
  "lumo_energy_ev": -5.6,
  "total_charge": 1
}

---

no.,maximum force (hartree/bohr)
1,0.0055
2,0.0738
3,0.0906
4,0.0467